1.
DFT (ωB97M-V/def2-TZVPD) results for C29H38HfN2O6PS3Se as an isolated structure in a non-equilibrium geometry.

HOMO-LUMO gap   8.765 eV
Charge   +1
Calculated total energy   -5674.05227 Ha
Energy above the lowest of the compared OMol25 structures with the same formula, charge and spin   0.000 eV
Spin multiplicity   1

Geometry as XYZ:
```
81
Properties=species:S:1:pos:R:3:mulliken_charge:R:1
Hf -0.176 0.120 -0.014 0.581
C -0.271 -3.523 1.569 -0.694
C 1.227 -3.524 1.308 -1.304
S 1.733 -2.183 0.193 0.871
C 3.242 -1.602 0.993 -0.653
C 3.033 -1.035 2.391 -1.244
S 1.741 0.236 2.414 0.182
C 0.675 -0.300 3.769 -0.789
C -0.039 -1.633 3.606 -0.948
S -0.926 -1.907 2.031 0.232
H -0.526 -4.249 2.342 0.647
H -0.820 -3.806 0.671 0.127
H 1.527 -4.470 0.858 0.600
H 1.782 -3.416 2.237 0.537
H 3.619 -0.825 0.323 -0.160
H 3.975 -2.410 0.999 0.685
H 3.964 -0.585 2.735 0.655
H 2.768 -1.809 3.110 0.547
H -0.037 0.514 3.864 0.314
H 1.270 -0.326 4.683 0.701
H -0.772 -1.733 4.406 0.615
H 0.655 -2.466 3.701 0.485
C -1.298 -3.957 -2.576 -0.343
O -2.341 -3.108 -2.028 -0.566
C -1.952 -2.082 -1.322 0.306
O -0.763 -1.827 -1.072 0.515
N -2.959 -1.322 -0.865 -0.270
N -2.602 -0.233 -0.064 -0.517
H -1.809 -4.862 -2.883 0.348
H -0.547 -4.167 -1.819 0.148
H -0.838 -3.457 -3.424 0.088
H -3.922 -1.587 -1.006 0.271
H -2.894 -0.356 0.904 0.494
H -3.023 0.627 -0.414 0.436
C 3.279 2.115 -0.354 -0.998
C 4.162 1.371 -1.314 0.629
C 5.518 1.682 -1.376 -1.150
C 6.353 1.100 -2.318 -0.974
C 5.833 0.204 -3.238 -1.003
C 4.489 -0.128 -3.182 -0.586
C 3.654 0.418 -2.210 0.653
P 1.855 0.059 -2.197 2.121
C 1.608 -1.335 -3.391 1.128
C 0.611 -1.124 -4.353 -0.982
C 0.306 -2.072 -5.312 -1.011
C 0.997 -3.275 -5.325 -0.961
C 1.970 -3.504 -4.371 -0.689
C 2.299 -2.559 -3.396 1.441
C 3.437 -2.938 -2.479 -1.998
C 1.237 1.516 -3.093 0.012
C 2.031 2.249 -3.976 -1.061
C 1.524 3.380 -4.586 -0.840
C 0.222 3.786 -4.307 -0.839
C -0.566 3.049 -3.442 -0.633
C -0.077 1.894 -2.828 0.541
C -0.958 1.074 -1.930 -1.890
H 3.857 2.804 0.259 0.564
H 2.745 1.448 0.324 0.028
H 2.515 2.695 -0.878 0.187
H 5.917 2.414 -0.685 0.489
H 7.402 1.365 -2.347 0.412
H 6.466 -0.229 -4.001 0.495
H 4.084 -0.810 -3.917 0.621
H 0.085 -0.179 -4.373 0.346
H -0.451 -1.863 -6.057 0.477
H 0.787 -4.024 -6.079 0.390
H 2.524 -4.436 -4.388 0.496
H 4.338 -3.125 -3.068 0.570
H 3.198 -3.859 -1.946 0.542
H 3.679 -2.174 -1.750 -0.112
H 3.051 1.947 -4.174 0.483
H 2.144 3.952 -5.263 0.463
H -0.176 4.682 -4.765 0.416
H -1.578 3.371 -3.229 0.505
H -1.531 0.360 -2.540 0.655
H -1.695 1.773 -1.507 0.840
O -2.261 3.049 1.004 -0.657
Se -0.919 2.437 1.644 1.120
O -1.157 0.763 1.840 -0.788
O 0.211 2.143 0.397 -0.714
O -0.261 3.093 2.944 -0.641
```


2.
DFT (ωB97M-V/def2-TZVPD) results for C29H39AsCl2N3O2Tc as an isolated structure in a non-equilibrium geometry.

HOMO-LUMO gap (alpha / beta)   7.004 / 4.138 eV
Charge   +3
Calculated total energy   -4679.22318 Ha
Spin multiplicity   4
Expectation value of S²   3.790

Geometry as XYZ:
```
77
Properties=species:S:1:pos:R:3:nbo_charge:R:1
Tc -0.109 0.858 0.599 0.971
C 2.257 1.418 2.390 -0.439
N 1.524 2.179 1.364 -0.417
C 2.494 2.672 0.376 -0.418
C 0.868 3.356 1.989 -0.249
C -0.506 3.001 2.537 -0.253
N -1.361 2.409 1.486 -0.398
C -1.804 3.446 0.543 -0.428
C -2.576 1.879 2.127 -0.436
H 2.978 2.055 2.908 0.237
H 2.807 0.598 1.928 0.222
H 1.565 1.014 3.127 0.227
H 3.219 3.343 0.842 0.239
H 1.964 3.219 -0.407 0.209
H 3.035 1.842 -0.075 0.225
H 0.774 4.135 1.230 0.227
H 1.482 3.755 2.802 0.249
H -0.980 3.899 2.944 0.250
H -0.414 2.272 3.347 0.229
H -2.408 4.200 1.056 0.238
H -2.420 2.978 -0.226 0.225
H -0.954 3.943 0.075 0.216
H -3.161 2.686 2.575 0.236
H -2.314 1.180 2.919 0.218
H -3.200 1.370 1.394 0.235
C -0.327 3.432 -2.563 -0.918
As -0.057 1.631 -1.827 0.983
C -1.440 0.666 -2.805 -0.930
C 1.682 1.216 -2.820 -0.633
C 1.456 0.861 -4.236 -0.116
C 1.086 -0.450 -4.583 -0.163
C 0.904 -0.810 -5.900 -0.214
C 1.069 0.148 -6.905 -0.166
C 1.453 1.449 -6.578 -0.183
C 1.639 1.805 -5.259 -0.200
H -0.242 3.369 -3.650 0.274
H 0.432 4.130 -2.205 0.245
H -1.310 3.841 -2.333 0.252
H -1.243 0.675 -3.878 0.281
H -2.402 1.152 -2.634 0.258
H -1.525 -0.361 -2.453 0.235
H 2.190 0.404 -2.297 0.231
H 2.275 2.131 -2.752 0.247
H 0.965 -1.186 -3.799 0.169
H 0.643 -1.826 -6.158 0.232
H 0.904 -0.120 -7.939 0.244
H 1.625 2.174 -7.360 0.244
H 1.977 2.802 -5.018 0.218
Cl 1.093 -1.076 -0.333 0.172
C 0.222 -2.567 -0.471 0.046
C -0.337 -2.941 -1.679 -0.226
C -1.012 -4.151 -1.762 -0.125
C -1.141 -4.965 -0.651 -0.186
C -0.607 -4.579 0.572 -0.024
Cl -0.760 -5.612 1.944 0.115
C 0.111 -3.367 0.671 0.003
N 0.760 -3.002 1.844 -0.475
C 0.265 -3.190 3.108 0.268
C 1.151 -3.666 4.096 -0.166
C 0.732 -3.820 5.393 -0.175
C -0.566 -3.438 5.745 -0.022
C -1.436 -2.928 4.781 -0.181
C -1.058 -2.802 3.458 0.033
C -1.975 -2.167 2.448 -0.563
C -1.326 -0.994 1.762 0.819
O -1.653 -0.639 0.600 -0.630
O -0.424 -0.323 2.329 -0.686
H -0.266 -2.311 -2.550 0.245
H -1.443 -4.450 -2.703 0.262
H -1.665 -5.907 -0.725 0.273
H 1.775 -2.963 1.788 0.430
H 2.148 -3.958 3.794 0.246
H 1.399 -4.239 6.131 0.269
H -0.888 -3.509 6.772 0.259
H -2.423 -2.613 5.088 0.251
H -2.866 -1.785 2.956 0.286
H -2.323 -2.879 1.694 0.278
```


3.
DFT (ωB97M-V/def2-TZVPD) results for C29H39BN2O9P2RuSSi as an isolated structure.

HOMO-LUMO gap (alpha / beta)   8.473 / 6.831 eV
Calculated total energy   -3405.62572 Ha
Energy above the lowest of the compared OMol25 structures with the same formula, charge and spin   0.330 eV
Spin multiplicity   5
Expectation value of S²   6.024

Geometry as XYZ:
```
85
Properties=species:S:1:pos:R:3:mulliken_charge:R:1
Ru 0.365 0.061 0.152 0.608
N -1.229 3.988 -0.727 -0.202
C -2.181 2.871 -0.358 0.476
C -3.616 3.346 -0.442 -1.801
P -1.717 2.356 1.373 1.261
O -1.489 3.855 1.978 -0.659
O -2.814 1.659 2.052 -0.792
O -0.321 1.800 1.216 -1.000
P -1.688 1.466 -1.452 0.832
O -2.700 1.624 -2.677 -0.583
O -1.869 0.182 -0.703 -0.489
O -0.266 1.782 -1.827 -0.938
H -1.047 4.578 0.090 0.364
H -1.599 4.556 -1.487 0.348
H -0.373 3.502 -1.060 0.321
H -3.799 4.163 0.260 0.485
H -4.269 2.521 -0.160 0.360
H -3.876 3.664 -1.454 0.442
H -1.951 3.976 2.814 0.362
H -2.913 0.787 -3.108 0.369
S 2.378 0.913 -0.690 -0.440
C 3.401 -0.049 0.250 0.503
N 4.104 -0.704 0.890 -0.517
C -1.959 -5.559 -5.470 -2.095
C -0.581 -6.011 -4.986 1.995
C 0.324 -6.182 -6.214 -1.623
C -0.745 -7.364 -4.279 -1.627
C 0.050 -5.009 -4.018 0.887
C 1.311 -5.287 -3.479 -0.508
C 1.949 -4.449 -2.575 -1.990
C 1.277 -3.301 -2.222 0.852
O 1.644 -2.305 -1.343 -0.147
B 0.571 -1.442 -1.329 0.403
O -0.418 -1.819 -2.208 -0.446
C 0.034 -3.004 -2.751 0.171
C -0.605 -3.834 -3.647 -0.878
H -2.367 -6.305 -6.153 0.425
H -1.906 -4.611 -6.010 0.386
H -2.661 -5.449 -4.642 0.406
H -0.119 -6.894 -6.913 0.447
H 1.311 -6.554 -5.936 0.318
H 0.458 -5.230 -6.731 0.385
H -1.206 -8.089 -4.955 0.445
H -1.378 -7.265 -3.396 0.380
H 0.215 -7.769 -3.959 0.323
H 1.815 -6.199 -3.768 0.416
H 2.920 -4.682 -2.163 0.519
H -1.582 -3.573 -4.024 0.569
C -0.346 -0.455 4.398 -1.754
C 0.410 -1.721 3.979 2.331
C 1.872 -1.364 3.699 -1.651
C 0.353 -2.745 5.118 -1.851
Si -0.439 -2.438 2.441 -1.839
O -0.262 -1.317 1.228 2.364
C -2.283 -2.635 2.703 0.643
C -3.171 -1.818 2.002 -0.032
C -4.541 -1.929 2.200 -0.732
C -5.047 -2.855 3.098 -0.569
C -4.176 -3.673 3.807 -0.849
C -2.810 -3.558 3.610 -0.448
C 0.360 -3.999 1.775 0.774
C 1.668 -3.957 1.282 -0.034
C 2.271 -5.089 0.759 -0.737
C 1.576 -6.290 0.714 -0.540
C 0.272 -6.348 1.184 -0.877
C -0.327 -5.210 1.707 -0.369
H 0.122 -0.034 5.294 0.521
H -1.394 -0.663 4.623 0.345
H -0.321 0.304 3.615 0.150
H 2.292 -0.881 4.587 0.565
H 1.984 -0.671 2.860 0.090
H 2.478 -2.247 3.492 0.277
H 0.896 -2.352 5.984 0.469
H 0.815 -3.696 4.839 0.326
H -0.674 -2.941 5.436 0.332
H -2.796 -1.077 1.304 0.312
H -5.213 -1.280 1.651 0.426
H -6.116 -2.942 3.250 0.371
H -4.562 -4.397 4.514 0.410
H -2.148 -4.210 4.172 0.365
H 2.223 -3.025 1.272 0.146
H 3.285 -5.032 0.385 0.533
H 2.046 -7.176 0.305 0.409
H -0.282 -7.277 1.140 0.405
H -1.354 -5.269 2.051 0.393
```


4.
DFT (ωB97M-V/def2-TZVPD) results for C29H39N6O5STi as an isolated structure.

HOMO-LUMO gap (alpha / beta)   4.566 / 6.269 eV
Charge   -1
Calculated total energy   -3081.06969 Ha
Energy above the lowest of the compared OMol25 structures with the same formula, charge and spin   0.110 eV
Spin multiplicity   3
Expectation value of S²   2.026

Geometry as XYZ:
```
81
Properties=species:S:1:pos:R:3:mulliken_charge:R:1
Ti -0.063 0.509 0.160 0.054
O -4.188 2.023 2.185 -0.505
C -2.878 1.725 2.302 0.789
O -2.035 2.514 2.615 -0.522
C -2.661 0.254 2.005 -0.529
O -1.309 -0.119 1.943 0.359
C -0.572 0.029 3.170 -0.681
C 0.621 0.971 3.012 0.539
O 1.182 1.326 4.040 -0.807
O 0.973 1.239 1.810 -0.556
H -4.259 2.989 2.138 0.411
H -3.094 0.045 1.031 -0.316
H -3.195 -0.338 2.758 0.386
H -0.190 -0.955 3.449 0.397
H -1.215 0.409 3.961 0.617
N 1.077 -3.748 0.798 -0.026
C 1.967 -3.381 1.796 0.322
C 2.762 -4.134 2.635 -1.251
C 3.579 -3.445 3.532 -0.472
C 3.579 -2.054 3.561 -1.282
C 2.774 -1.298 2.714 -0.025
C 1.942 -1.967 1.817 -0.192
N 1.055 -1.490 0.869 1.407
C 0.561 -2.589 0.252 -0.387
C -0.264 -2.520 -0.868 -0.599
C -0.784 -3.514 -1.721 -0.914
S -1.589 -2.745 -3.062 -0.316
C -1.250 -1.200 -2.363 -0.501
N -0.588 -1.223 -1.259 1.045
H 0.840 -4.679 0.513 0.227
H 2.757 -5.216 2.597 0.417
H 4.216 -3.999 4.209 0.386
H 4.216 -1.537 4.268 0.413
H 2.783 -0.218 2.767 0.405
H -0.593 -4.573 -1.722 0.413
H -1.578 -0.286 -2.830 0.405
N 2.153 -0.919 -3.071 -0.483
C 3.093 -1.303 -2.008 0.049
C 3.856 -0.087 -1.487 -1.091
C 3.075 0.767 -0.496 0.078
N 1.738 1.178 -0.994 -0.174
H 1.368 -1.558 -3.116 0.108
H 2.608 -0.927 -3.975 0.226
H 3.805 -2.066 -2.343 0.467
H 2.518 -1.740 -1.190 -0.368
H 4.180 0.516 -2.344 0.332
H 4.762 -0.424 -0.975 0.493
H 3.660 1.654 -0.245 0.413
H 2.939 0.210 0.430 -0.280
H 1.643 0.921 -1.974 0.404
H 1.635 2.183 -0.913 0.136
C -5.123 0.098 -0.806 -1.853
C -3.865 0.737 -1.396 2.102
C -3.945 0.711 -2.927 -1.801
C -3.604 2.156 -0.937 0.949
C -4.665 3.048 -0.871 -0.345
C -4.478 4.384 -0.557 -1.733
C -3.172 4.834 -0.393 -0.666
C -2.077 3.986 -0.461 1.048
C -0.701 4.623 -0.396 0.341
C 0.100 4.306 -1.664 -1.618
C 0.091 4.324 0.875 -1.277
C -2.270 2.576 -0.638 -0.902
N -1.247 1.692 -0.500 0.585
H -5.154 -0.967 -1.052 0.394
H -6.030 0.552 -1.211 0.444
H -5.162 0.205 0.280 0.343
H -2.998 0.146 -1.093 -1.072
H -4.817 1.280 -3.262 0.369
H -4.036 -0.311 -3.308 0.392
H -3.064 1.179 -3.371 0.473
H -5.670 2.687 -1.069 0.285
H -5.316 5.068 -0.498 0.317
H -2.991 5.891 -0.217 0.334
H -0.882 5.705 -0.404 0.577
H 0.129 3.228 -1.827 0.170
H 1.121 4.692 -1.586 0.414
H -0.368 4.759 -2.541 0.390
H 0.352 3.273 0.962 0.122
H -0.489 4.578 1.763 0.264
H 1.013 4.914 0.885 0.536
```